A cluster of 2 separate species, C12H16N2O in total in a non-equilibrium geometry. Source: the Open Molecules 2025 dataset; level of theory: ωB97M-V/def2-TZVPD.

Element x y z (Å)
O  2.40  1.54  4.11
N  2.39  -2.16  -2.90
N  0.89  -0.54  -2.52
C  0.35  -1.77  -2.00
C  2.13  -0.75  -2.89
C  -1.05  -1.77  -1.63
C  0.31  2.01  1.20
C  -1.04  1.49  3.08
C  0.08  1.39  3.83
C  -0.97  1.81  1.77
C  1.48  2.11  1.97
C  1.34  1.59  3.35
C  -1.93  -2.01  -2.93
C  -2.11  1.98  0.82
C  1.28  -2.79  -2.25
H  -2.84  2.68  1.15
H  -2.84  -1.30  -2.81
H  2.34  0.85  4.84
H  1.13  -3.91  -2.23
H  -2.34  -3.03  -2.86
H  -1.85  2.57  -0.07
H  0.38  2.23  0.10
H  2.49  2.60  1.74
H  3.29  -2.66  -2.79
H  -1.97  1.42  3.60
H  -2.37  0.96  0.49
H  -0.04  0.88  4.87
H  2.80  -0.05  -3.36
H  -1.32  -1.83  -3.80
H  -1.34  -1.00  -0.91
H  -1.04  -2.54  -0.96

The relative energy (zero: lowest compared OMol25 entry of this formula, charge and spin) comes out at 4.169 eV. As for the LUMO energy (alpha / beta): -0.1507 / -0.2985 Ha. As for the expectation value of S²: 0.76. The total charge is +1. For the frontier orbital gap (alpha / beta), the calculation gives 6.138 / 2.111 eV. As for the multiplicity: 2.

A structure of composition C12H16N4O2PdS in a non-equilibrium geometry. Source: the Open Molecules 2025 dataset; level of theory: ωB97M-V/def2-TZVPD.

Element x y z (Å)
Pd  4.75  -14.57  6.10
S  3.83  -16.61  5.47
O  2.96  -13.45  5.52
O  6.13  -12.91  5.91
N  6.23  -17.12  6.80
N  6.44  -15.83  6.57
N  1.12  -12.26  5.17
N  4.63  -18.77  6.83
C  9.24  -11.40  6.66
C  5.04  -17.52  6.48
C  9.56  -13.79  6.55
C  7.92  -11.59  6.44
C  2.38  -12.37  5.61
C  10.08  -12.55  6.64
C  7.68  -15.41  6.51
C  0.42  -10.99  5.17
C  0.34  -13.48  4.90
C  8.18  -14.05  6.42
C  3.05  -11.13  6.16
C  7.28  -12.90  6.28
H  8.48  -16.11  6.63
H  2.36  -10.58  6.79
H  5.25  -19.41  7.31
H  1.06  -10.19  4.83
H  10.20  -14.66  6.61
H  -0.19  -13.38  3.95
H  3.97  -11.44  6.70
H  3.76  -19.09  6.46
H  7.21  -10.82  6.47
H  3.36  -10.46  5.36
H  -0.41  -11.03  4.50
H  9.60  -10.41  6.89
H  -0.41  -13.69  5.67
H  1.02  -14.29  4.83
H  11.15  -12.43  6.73
H  -0.01  -10.66  6.13

As for the LUMO energy (alpha / beta): -0.2753 / -0.3942 Ha. As for the expectation value of S²: 6.04. The total charge is +2. For the frontier orbital gap (alpha / beta), the calculation gives 7.412 / 4.160 eV. As for the multiplicity: 5.

An isolated molecule of C12H16NO4P in a non-equilibrium geometry. Source: the Open Molecules 2025 dataset; level of theory: ωB97M-V/def2-TZVPD.

Element x y z (Å)
P  2.34  1.82  2.74
O  -2.32  -0.15  3.01
O  3.37  1.85  1.43
O  0.40  3.06  0.53
O  2.88  0.50  3.62
N  -1.18  1.41  -1.31
C  2.00  -2.46  -1.75
C  -1.71  0.30  0.78
C  -0.99  1.18  0.06
C  0.60  -1.80  -1.68
C  -0.05  0.47  2.81
C  0.65  -0.27  -1.97
C  0.65  1.35  2.11
C  -2.79  -0.53  0.22
C  -1.44  0.16  2.28
C  -0.82  0.26  -2.15
C  0.05  1.96  0.84
C  -3.81  -0.02  -0.62
H  -2.77  -1.61  0.47
H  -1.50  -0.60  -2.05
H  1.15  -0.20  -2.96
H  2.76  -1.71  -1.46
H  -0.03  -2.29  -2.44
H  0.33  0.01  3.73
H  2.04  -3.31  -1.05
H  1.23  0.28  -1.22
H  2.26  -2.83  -2.75
H  -3.70  -0.08  -1.72
H  4.23  1.60  1.79
H  -0.63  2.22  -1.60
H  0.10  -1.98  -0.71
H  2.34  0.38  4.42
H  -0.92  0.60  -3.20
H  -4.70  0.42  -0.16

The relative energy (zero: lowest compared OMol25 entry of this formula, charge and spin) comes out at 1.972 eV. As for the LUMO energy: -0.0476 Ha. For the frontier orbital gap, the calculation gives 6.071 eV. As for the multiplicity: 1. Its SMILES is C=CC1=C(NCCCC)C(=O)C(P(O)O)=CC1=O.

no.,calculated total energy (hartree)
1,-651.21468
2,-1361.74206
3,-1163.75120